This record from the OMol25 dataset describes a cluster of 3 separate species, C10H20BrN2O11P2S in total. The level of theory is ωB97M-V/def2-TZVPD.

```
47
C10H20BrN2O11P2S, DFT ωB97M-V/def2-TZVPD
N -1.864 0.010 2.872
P -2.035 -1.368 2.102
O -1.438 -2.621 2.973
O -3.643 -1.626 1.860
C -1.116 -1.184 0.474
Br 0.701 -0.533 0.954
C -0.883 -2.508 -0.319
O -0.025 -2.213 -1.404
C -0.624 -1.292 -2.313
P 0.580 0.014 -2.951
O -0.080 1.561 -2.824
O 2.012 0.055 -2.091
S 0.918 -0.323 -4.831
C -1.932 -0.626 -1.781
N -1.696 -0.112 -0.391
H -1.411 -0.135 3.765
H -0.726 -2.317 3.533
H -4.018 -0.817 1.498
H -1.815 -2.994 -0.633
H -0.371 -3.196 0.359
H -0.913 -1.863 -3.204
H 0.170 1.974 -1.990
H 1.884 0.676 -1.366
H -2.239 0.210 -2.417
H -2.771 -1.328 -1.781
H -1.004 0.628 -0.493
H -2.556 0.278 0.015
C -2.452 4.513 0.975
C -2.785 3.857 2.289
O -3.702 2.830 1.893
C -3.471 2.548 0.606
O -3.958 1.615 0.025
O -2.626 3.433 0.043
H -1.436 4.898 0.938
H -3.145 5.315 0.716
H -1.917 3.390 2.760
H -3.248 4.539 2.997
C 5.209 -1.787 -1.162
C 4.947 -0.809 -0.047
O 5.730 -1.330 1.022
C 6.724 -2.081 0.475
O 7.639 -2.518 1.079
O 6.520 -2.259 -0.854
H 5.185 -1.324 -2.147
H 4.516 -2.632 -1.150
H 5.298 0.199 -0.285
H 3.895 -0.762 0.232
```

Calculated values
Multiplicity: 1
Charge: +1
HOMO (Ha): -0.4425
Energy (eV): -135647.1830